{
  "formula": "C32H24AsCl3GaN3O6S2",
  "method": "ωB97M-V/def2-TZVPD",
  "e_tot_ev": -222783.389,
  "e_above_lowest_kj_mol": 16.0,
  "multiplicity": 1,
  "gap_ev": 7.247,
  "lumo_energy_ev": -0.3,
  "symbols": ["O", "H", "C", "C", "H", "H", "H", "H", "H", "C", "C", "C", "H", "C", "C", "H", "C", "N", "C", "Cl", "S", "N", "H", "H", "H", "C", "O", "H", "C", "H", "H", "C", "O", "C", "O", "C", "C", "H", "C", "C", "C", "C", "As", "H", "H", "C", "C", "C", "N", "H", "O", "C", "C", "Cl", "C", "C", "C", "S", "H", "H", "Cl", "C", "H", "H", "Ga", "C", "H", "H", "C", "C", "C", "O"],
  "coordinates": [[1.520502, -2.838731, -0.150079], [3.408550, 1.612212, 3.840128], [0.532257, -3.581999, -0.076506], [-2.052247, 4.073522, 1.889820], [2.083669, 3.558736, -1.573354], [-0.361309, -4.165542, -4.789128], [0.158313, 5.025105, -2.057009], [3.282299, -2.078355, -4.030408], [-2.092405, 4.047921, -2.302567], [-1.248605, 3.407108, -2.090567], [0.014955, 3.958750, -1.956917], [4.563427, -0.031069, 3.127828], [-4.882324, -0.816593, -3.772687], [-1.099690, 3.084528, 2.076101], [1.597981, -1.472655, -2.865683], [-2.907835, 3.871434, 1.265094], [-0.816717, 5.540957, 3.329524], [2.482127, -0.468371, 1.367469], [3.564924, -1.234856, 1.334506], [1.912403, -5.244030, -1.730757], [0.009340, -1.465592, 3.466201], [1.011095, 2.357781, 3.055669], [3.560469, -2.025921, 0.597433], [2.016569, -3.768427, -5.306179], [-5.190565, -2.033537, 0.310115], [-1.913740, 5.299059, 2.525197], [0.652662, -0.225105, 3.888424], [2.159389, -0.739364, -2.298689], [1.129273, 1.251482, 2.277789], [-6.242392, -1.623266, -1.881456], [1.006493, 4.749264, 4.129882], [0.004743, 3.317507, 2.898235], [-1.007457, -1.131085, 2.379557], [-4.420511, -0.993521, -2.812335], [-0.578220, -3.253946, 0.347084], [0.187521, -3.403159, -4.257654], [-0.359021, 1.211001, -1.648431], [1.579962, 2.418682, 3.882968], [-5.184891, -1.447524, -1.747617], [1.524778, -3.187531, -4.541412], [-0.449745, -2.652039, -3.283190], [0.145089, 4.555854, 3.507719], [-0.571647, -0.675065, -1.119524], [-2.452875, -0.419966, -3.472530], [-1.494904, -2.836193, -3.054048], [-1.438483, 2.043358, -1.934583], [2.411710, 0.522420, 2.258875], [1.094446, 3.136737, -1.680179], [0.300316, 0.912757, 1.354411], [-2.766458, -1.616428, 0.628141], [-0.554624, -2.207959, 4.536655], [2.232085, -2.229541, -3.834235], [0.714472, -5.044816, -0.471994], [-0.810863, -5.750398, -0.962464], [3.458707, 0.798008, 3.134414], [0.905720, 1.774315, -1.521147], [4.622370, -1.069967, 2.212408], [-1.293932, 1.484630, 1.334314], [5.355542, 0.118016, 3.844845], [-0.698490, 6.494190, 3.820928], [1.275000, -5.778814, 1.048299], [-4.595431, -1.674298, -0.515348], [1.745027, 1.137030, -1.260010], [-2.660145, 6.065087, 2.386369], [0.402308, -1.384345, 1.068398], [-3.064767, -0.768711, -2.643285], [5.459537, -1.750552, 2.200708], [-2.437919, 1.631119, -2.009972], [-2.471150, -0.991656, -1.398363], [-3.240111, -1.442875, -0.334043], [0.245895, -1.664146, -2.593390], [1.027549, -2.270619, 2.652234]],
  "forces_ev_per_a": [[0.6, 1.1, 0.6], [0.0, 0.0, 0.0], [-0.1, -1.1, -0.6], [0.2, -0.1, 0.1], [0.1, 0.0, 0.0], [-0.1, -0.1, 0.0], [0.0, 0.1, 0.0], [0.1, 0.0, 0.0], [-0.1, 0.0, 0.0], [0.0, 0.0, -0.1], [0.1, 0.0, 0.0], [-0.1, -0.1, -0.1], [0.0, 0.0, -0.1], [0.2, -0.3, -0.1], [-0.1, 0.2, 0.1], [-0.1, 0.0, -0.1], [0.1, -0.1, 0.1], [-0.4, 0.1, 0.1], [0.3, -0.2, -0.1], [0.2, -0.1, -0.2], [-0.3, -0.1, 2.2], [0.2, -0.4, 0.2], [0.0, -0.1, 0.0], [0.1, -0.1, -0.1], [0.0, 0.0, 0.1], [-0.1, 0.0, 0.0], [-0.1, -0.2, 0.6], [0.1, 0.0, -0.1], [-0.4, 0.9, -0.8], [-0.1, 0.0, 0.0], [0.1, 0.0, 0.1], [-0.3, 0.5, -0.2], [-0.1, -0.4, -0.3], [0.1, 0.0, -0.1], [-0.5, 0.9, 0.6], [0.0, 0.0, -0.1], [0.0, -0.1, 0.1], [-0.1, 0.0, -0.1], [0.0, 0.0, 0.1], [-0.1, 0.0, 0.0], [-0.3, 0.2, 0.3], [-0.1, -0.1, -0.1], [-0.6, 0.5, -1.5], [-0.1, 0.0, 0.1], [0.1, 0.0, 0.0], [-0.1, -0.3, -0.1], [0.9, -0.1, 0.2], [0.1, 0.1, 0.0], [0.2, -0.1, 0.1], [-0.2, 0.0, 0.0], [-0.2, -0.5, 0.2], [0.0, 0.1, 0.0], [0.1, -0.3, 0.2], [-0.2, -0.2, -0.2], [-0.2, 0.0, -0.2], [0.1, -0.4, 0.0], [0.0, 0.1, 0.0], [-0.3, 0.6, 0.6], [0.1, 0.0, 0.0], [0.0, 0.1, 0.0], [0.1, -0.3, 0.0], [-0.1, 0.0, 0.0], [0.0, 0.1, 0.0], [-0.1, 0.1, 0.0], [0.6, 0.1, -1.7], [0.3, 0.1, 0.0], [0.0, 0.0, -0.1], [0.0, 0.1, 0.0], [0.2, 0.0, 0.0], [0.3, 0.0, 0.2], [0.0, -0.1, 0.1], [-0.1, 0.0, -0.2]],
  "mulliken_charge": [-0.270, 0.423, -1.137, -0.670, 0.434, 0.420, 0.401, 0.432, 0.449, -0.711, -0.590, -0.506, 0.432, 0.981, 0.000, 0.473, -0.626, 0.651, -0.137, -0.115, 0.929, 0.101, 0.604, 0.388, 0.479, -0.761, -0.512, 0.206, 0.049, 0.400, 0.406, -0.652, -0.534, -0.843, -0.326, -0.790, 0.840, 0.264, -0.671, -0.644, -0.449, -0.568, 1.207, 0.539, 0.478, -0.497, 1.092, -0.834, -0.311, 0.316, -0.744, -0.880, 0.958, -0.134, -1.508, -0.239, -1.179, 0.089, 0.455, 0.393, -0.142, -0.814, -0.062, 0.405, 3.157, -0.282, 0.433, 0.326, 0.295, -0.484, 0.332, -0.615]
}


{
  "formula": "C32H24AsF6N5O11S8W",
  "method": "ωB97M-V/def2-TZVPD",
  "total_charge": -2,
  "e_tot_ev": -229203.345,
  "e_above_lowest_kj_mol": 0.0,
  "multiplicity": 1,
  "gap_ev": 6.492,
  "lumo_energy_ev": 3.8,
  "symbols": ["C", "O", "C", "C", "F", "N", "C", "N", "C", "H", "C", "H", "H", "C", "C", "O", "S", "W", "H", "S", "C", "C", "C", "C", "H", "H", "O", "H", "H", "H", "N", "H", "C", "S", "F", "O", "C", "O", "C", "C", "S", "C", "H", "O", "O", "H", "C", "H", "N", "C", "H", "F", "As", "H", "O", "S", "H", "S", "F", "C", "H", "F", "C", "C", "C", "O", "H", "S", "O", "F", "C", "C", "C", "C", "H", "C", "C", "H", "H", "S", "H", "H", "C", "C", "C", "H", "O", "N"],
  "coordinates": [[1.825897, -3.508486, 0.169739], [-2.110754, 4.900182, 2.604338], [2.959950, 0.480604, -7.895105], [-2.923864, -1.330271, -0.773981], [3.402369, 4.959203, 1.598692], [0.037411, -0.334815, -2.644811], [2.097740, -1.087702, -4.551970], [1.187667, -4.165306, 1.093082], [0.769234, 0.292412, -6.206657], [1.687976, 1.643064, -9.177802], [2.840640, 3.768688, 1.369654], [-0.750932, -3.037175, -2.215000], [-5.055826, 0.791514, 0.785249], [1.764667, 1.089757, -8.249771], [1.961063, -0.327947, -5.844097], [-4.028638, 3.009968, 2.763410], [2.960316, -2.346701, 0.856218], [-1.006345, 1.550382, -0.281222], [-0.067734, 0.253292, -5.525157], [2.633544, -0.057435, -3.153798], [-5.314152, -1.349161, 0.656039], [-0.334082, -5.817339, 5.471683], [2.538671, -2.815021, 2.461684], [-3.470976, -0.149868, -0.281867], [-2.467896, -2.986308, -2.723502], [-0.261266, 1.478469, -7.659366], [-1.264819, -1.349582, 3.124658], [-1.231170, -2.041148, -3.578767], [-6.235542, -1.356496, 1.225246], [-0.661607, 4.383881, 4.426586], [1.603972, -3.776723, 2.360424], [1.179274, -1.577939, -4.235413], [-1.764411, -1.266038, -1.662454], [1.135193, 4.032296, 0.718038], [1.247737, 3.396034, -3.310395], [-1.867902, 2.924519, 0.835849], [1.185497, 4.715061, -3.203336], [-0.932858, 2.507514, -1.689804], [0.671972, 0.993838, -7.399651], [-4.745629, -2.553907, 0.234057], [1.710154, -3.695640, -1.522134], [1.034617, -5.602151, 5.537647], [1.603026, -5.963330, 6.386240], [0.561954, 2.670781, 0.861457], [-2.803033, 0.463679, 2.450973], [-1.239590, 5.090612, 2.214560], [-1.038063, 2.452382, 3.586204], [-2.120523, -5.501645, 4.320899], [-0.954969, -0.254488, -1.649082], [1.164784, 0.086141, -2.215332], [3.989090, -0.694080, -6.426453], [0.459318, 5.190601, -4.233939], [-2.452311, 3.187041, 2.457534], [-3.127869, -3.472286, -0.808093], [0.690619, 6.742141, -1.631219], [0.359217, 5.312546, -1.631928], [2.870083, -1.850967, -4.648269], [3.227978, -2.142286, 3.841790], [3.599622, 3.092223, 0.522269], [-3.571197, -2.539782, -0.485684], [-5.219627, -3.496377, 0.475398], [2.418174, 5.216519, -3.308230], [0.516070, 0.709961, 4.249819], [0.962171, -4.453700, 3.437037], [1.690192, -4.923064, 4.520716], [-0.766194, 0.041230, 1.203361], [2.753459, -4.744833, 4.568895], [-1.460134, -0.049923, 2.556880], [-2.839520, 1.011641, -0.451693], [2.768744, 3.104861, 2.522059], [0.767812, 2.935722, 5.108138], [-1.557078, -2.405962, -2.611448], [-4.688160, -0.150458, 0.400360], [1.207451, 1.624298, 5.029751], [2.091997, 1.299568, 5.562661], [-1.049781, -5.350586, 4.377082], [-0.407139, -4.669845, 3.356834], [0.846582, -0.319198, 4.183997], [1.305145, 3.651978, 5.717658], [1.383301, 0.819795, -0.677524], [3.822164, 0.553483, -8.547071], [-0.948014, -4.282473, 2.507502], [-0.600405, 1.129795, 3.547452], [-0.343838, 3.352380, 4.387149], [3.053115, -0.220425, -6.701999], [-0.842284, -6.342181, 6.271743], [0.540296, 4.996097, 1.611383], [1.438216, 4.454894, -0.716043]],
  "forces_ev_per_a": [[0.1, 0.0, -0.1], [0.0, 0.0, 0.0], [0.0, 0.0, 0.0], [0.0, 0.0, 0.0], [0.0, 0.0, 0.0], [0.0, 0.1, 0.0], [0.2, -0.1, 0.0], [-0.1, 0.0, 0.0], [0.1, 0.1, 0.1], [0.0, 0.0, 0.0], [0.0, 0.0, 0.0], [0.0, 0.0, -0.1], [0.0, 0.0, 0.0], [0.0, 0.0, 0.0], [0.0, 0.0, 0.0], [0.0, 0.0, 0.0], [0.0, 0.0, 0.0], [0.5, 1.1, -1.5], [-0.1, 0.0, 0.1], [-0.1, 0.2, 0.0], [0.0, 0.0, 0.0], [0.0, 0.0, 0.0], [0.1, 0.0, 0.1], [0.0, 0.0, 0.1], [0.0, 0.0, 0.0], [0.0, 0.0, 0.0], [0.0, 0.0, 0.0], [0.0, 0.1, -0.1], [0.0, 0.0, 0.0], [0.0, 0.0, 0.0], [0.0, 0.0, 0.0], [0.0, 0.0, -0.1], [0.0, 0.0, 0.0], [0.0, -0.1, -0.2], [0.0, 0.1, 0.0], [-0.1, -0.6, 0.3], [0.0, 0.0, 0.0], [0.0, -0.5, 0.9], [0.0, 0.0, 0.0], [0.0, 0.0, 0.0], [0.0, 0.0, 0.0], [0.0, 0.0, 0.0], [0.0, 0.0, 0.0], [0.2, 0.0, 0.2], [0.0, 0.0, 0.1], [0.0, 0.0, 0.0], [0.0, 0.1, 0.0], [0.0, 0.0, 0.0], [-0.1, -0.1, 0.0], [0.0, -0.1, -0.1], [0.0, 0.0, 0.0], [0.0, 0.0, 0.0], [0.0, 0.1, -0.1], [0.0, 0.0, 0.0], [0.0, 0.0, 0.0], [0.0, 0.0, 0.0], [0.0, 0.0, 0.0], [-0.1, 0.0, 0.0], [0.0, 0.0, 0.0], [0.0, 0.0, 0.0], [0.0, 0.0, 0.0], [0.0, 0.0, 0.0], [0.0, 0.0, 0.0], [0.0, 0.0, 0.0], [0.0, 0.0, 0.0], [-0.1, 0.3, 0.2], [0.0, 0.0, 0.0], [0.0, -0.2, -0.1], [-0.3, -0.1, 0.0], [0.0, 0.0, 0.0], [0.0, 0.0, 0.0], [0.0, 0.0, 0.1], [0.0, 0.0, 0.0], [0.0, 0.0, 0.0], [0.0, 0.0, 0.0], [0.0, 0.0, 0.0], [0.0, 0.1, 0.0], [0.0, 0.0, 0.0], [0.0, 0.0, 0.0], [-0.1, 0.0, 0.0], [0.0, 0.0, 0.0], [0.0, 0.0, 0.0], [0.0, 0.0, -0.1], [0.0, 0.0, 0.0], [0.0, -0.1, 0.0], [0.0, 0.0, 0.0], [-0.1, 0.0, 0.0], [0.1, 0.0, 0.1]],
  "mulliken_charge": [0.111, -0.711, -0.540, 0.034, -0.226, -0.635, -0.671, -0.948, 0.136, 0.359, 0.519, 0.165, 0.427, -0.365, 0.589, -0.794, -0.065, 3.684, 0.320, -0.131, -0.420, -0.376, 0.171, 0.743, 0.574, 0.381, -0.571, 0.246, 0.387, 0.596, 0.863, -0.029, 1.412, 0.554, -0.087, -0.851, 0.663, -0.826, -0.731, -1.002, -0.359, -0.581, 0.350, -0.163, -0.659, 0.462, -0.309, 0.340, -0.281, 0.819, 0.357, -0.264, 0.722, 0.458, -0.684, 0.470, 0.504, -0.430, -0.195, -0.848, 0.385, -0.262, -0.491, -0.062, -0.356, -0.345, 0.373, 1.151, -0.693, -0.130, -0.616, -1.607, -0.477, -0.653, 0.422, -0.736, -0.018, 0.307, 0.358, -0.544, 0.357, 0.518, 0.092, -0.146, -0.549, 0.359, -0.925, -0.376]
}